--- P ---
The following is a DFT calculation (the ωB97M-V functional and the def2-TZVPD basis) of the ion C3H4NO2S with charge +1.

Computed properties:
E_LUMO (alpha / beta), Eh: -0.300 / -0.300
HOMO-LUMO gap (alpha / beta), eV: 7.206 / 7.205
Total charge: +1

Each line ends with the Löwdin charge.
Element x y z (Å)
C  -1.605  -0.266  0.053  -0.681
C  0.788  0.566  0.080  -0.077
C  0.944  -0.931  -0.103  -0.333
N  -0.680  0.898  0.149  -0.075
O  -2.743  -0.064  -0.111  0.190
O  -1.090  2.010  0.233  0.308
S  -0.709  -1.745  0.254  1.144
H  1.289  0.896  1.099  0.211
H  1.092  1.122  -0.807  0.158
H  0.989  -1.061  -1.179  0.090
H  1.725  -1.424  0.331  0.066

***

--- Q ---
The following is a DFT calculation (the ωB97M-V functional and the def2-TZVPD basis) of the ion C3H4NO2S with charge +1.

Computed properties:
E_LUMO, Eh: -0.193
HOMO-LUMO gap, eV: 11.194
Total charge: +1

Each line ends with the Löwdin charge.
Element x y z (Å)
C  -0.570  1.400  -2.388  0.198
C  1.402  -0.591  1.469  0.046
C  0.249  0.013  1.411  -0.103
N  -0.441  0.823  -1.413  0.087
O  -0.373  -1.726  -0.757  -0.224
O  -2.272  -0.303  0.044  -0.221
S  -0.902  -0.618  -0.066  0.807
H  -0.684  1.946  -3.296  0.122
H  2.131  -0.358  2.234  0.104
H  1.689  -1.360  0.765  0.089
H  -0.229  0.774  1.996  0.095

***

Energy comparison, zero being the most stable, in eV: P 0.000; Q 0.108.

***

--- P ---
The following is a DFT calculation (the ωB97M-V functional and the def2-TZVPD basis) of the ion C5H12NS2 with charge +1.

Computed properties:
E_LUMO, Eh: -0.119
HOMO-LUMO gap, eV: 10.003
Total charge: +1

Each line ends with the Löwdin charge.
Element x y z (Å)
C  0.156  -0.152  0.055  -0.754
C  -0.895  0.023  -0.899  -0.903
C  0.053  -1.307  1.086  0.008
C  -2.258  -1.173  -1.258  0.034
C  2.386  0.909  0.539  -0.036
N  0.910  1.017  0.520  -0.052
S  0.661  -0.408  -1.705  0.952
S  -1.596  1.734  -1.146  0.792
H  0.991  -1.387  1.508  0.044
H  -0.116  -2.206  0.465  0.107
H  -0.782  -0.992  1.763  0.123
H  -1.771  -1.706  -1.951  -0.009
H  -3.019  -0.576  -1.784  0.067
H  -2.351  -1.738  -0.329  0.066
H  2.912  0.761  -0.506  0.135
H  2.871  1.797  0.875  0.083
H  2.698  0.187  1.363  0.128
H  0.470  1.829  -0.130  0.148
H  0.598  1.428  1.395  0.178
H  -1.918  1.961  0.137  -0.110

***

--- Q ---
The following is a DFT calculation (the ωB97M-V functional and the def2-TZVPD basis) of the ion C5H12NS2 with charge +1.

Computed properties:
E_LUMO, Eh: -0.116
HOMO-LUMO gap, eV: 9.739
Total charge: +1

Each line ends with the Löwdin charge.
Element x y z (Å)
C  1.391  -0.521  1.064  -0.221
C  2.032  0.225  -0.055  -0.423
C  -0.460  0.472  -0.297  -0.768
C  -0.658  -0.287  2.243  -0.010
C  -1.533  0.475  -2.885  -0.374
N  -0.108  -0.507  0.877  -0.189
S  0.909  1.623  -0.387  0.939
S  -0.777  -0.685  -1.760  0.831
H  1.750  -1.509  1.069  0.123
H  1.717  -0.239  2.095  0.150
H  3.031  0.503  0.272  0.104
H  2.087  -0.428  -0.952  0.092
H  -1.462  0.981  -0.363  0.097
H  -0.347  0.710  2.557  0.112
H  -1.715  -0.430  2.324  0.101
H  -0.167  -0.851  3.059  0.120
H  -1.109  0.351  -3.875  0.052
H  -1.490  1.439  -2.524  0.009
H  -2.600  0.162  -2.913  0.060
H  -0.493  -1.485  0.449  0.196

***

--- R ---
The following is a DFT calculation (the ωB97M-V functional and the def2-TZVPD basis) of the ion C5H12NS2 with charge +1.

Computed properties:
E_LUMO, Eh: -0.115
HOMO-LUMO gap, eV: 9.940
Total charge: +1

Each line ends with the Löwdin charge.
Element x y z (Å)
C  -0.570  -1.151  -1.667  -0.236
C  -0.403  -2.470  -0.905  -0.346
C  -0.569  -0.083  0.327  -0.955
C  0.676  1.870  1.391  -0.087
C  0.283  0.416  1.454  -0.353
N  0.234  -0.131  -1.030  0.097
S  -0.946  -1.833  0.727  0.966
S  -2.083  0.984  0.114  0.825
H  -0.266  -1.166  -2.699  0.139
H  -1.628  -0.967  -1.631  0.104
H  -1.029  -3.319  -1.154  0.101
H  0.573  -2.812  -0.890  0.058
H  0.470  2.158  0.343  0.065
H  1.707  2.092  1.559  0.085
H  0.086  2.477  2.024  0.072
H  -0.013  0.262  2.483  0.128
H  1.150  -0.170  1.573  0.097
H  1.140  -0.269  -0.653  0.170
H  0.111  0.847  -1.214  0.142
H  -2.204  1.367  1.409  -0.071

***

Energy comparison, zero being the most stable, in eV: P 1.414; Q 0.000; R 0.390.

***

--- P ---
The following is a DFT calculation (the ωB97M-V functional and the def2-TZVPD basis) of the molecule H2N4.

Computed properties:
E_LUMO, Eh: 0.020
HOMO-LUMO gap, eV: 9.528
Total charge: 0

Each line ends with the Löwdin charge.
Element x y z (Å)
N  0.521  -1.528  -0.502  0.058
N  -0.805  1.590  -0.039  0.061
N  0.439  -0.334  -0.119  -0.092
N  -0.260  0.533  0.278  -0.128
H  1.369  -2.101  -0.468  0.047
H  -1.264  1.839  0.850  0.054

***

--- Q ---
The following is a DFT calculation (the ωB97M-V functional and the def2-TZVPD basis) of a cluster of 2 separate species, H2N4 in total.

Computed properties:
E_LUMO, Eh: -0.041
HOMO-LUMO gap, eV: 8.093
Total charge: 0

Each line ends with the Löwdin charge.
Element x y z (Å)
N  0.499  0.647  2.033  -0.142
N  0.284  -0.694  1.980  -0.101
N  0.606  0.661  0.630  -0.125
N  0.421  -0.874  0.679  -0.028
H  1.337  1.129  0.174  0.079
H  -0.283  1.737  0.389  0.317

***

Energy comparison, zero being the most stable, in eV: P 0.000; Q 2.126.

***

--- P ---
The following is a DFT calculation (the ωB97M-V functional and the def2-TZVPD basis) of a cluster of 3 separate species, C4H14N2O in total.

Computed properties:
E_LUMO, Eh: -0.041
HOMO-LUMO gap, eV: 7.345
Total charge: 0

Each line ends with the Löwdin charge.
Element x y z (Å)
C  1.143  0.886  -0.582  -0.337
N  1.662  0.192  0.542  -0.020
C  -0.396  0.951  -0.649  -0.241
C  -1.118  -0.158  0.155  -0.210
C  -0.778  -1.574  -0.444  -0.244
N  -0.828  -1.607  -1.964  -0.030
H  1.569  0.521  -1.548  0.116
H  1.512  1.916  -0.665  0.095
H  1.175  0.569  1.347  -0.043
H  2.619  0.514  0.574  0.075
H  -0.693  0.812  -1.705  0.102
H  -0.809  1.935  -0.412  0.084
H  -2.187  0.078  0.150  0.104
H  -0.596  -0.177  1.177  0.083
H  0.308  -1.648  -0.288  0.086
H  -1.355  -2.380  0.030  0.099
H  -0.830  -2.570  -2.266  0.046
H  -1.699  -1.145  -2.305  0.069
H  -0.301  1.968  1.271  0.376
H  0.599  1.185  3.294  0.034
O  0.176  0.988  2.436  -0.242

***

--- Q ---
The following is a DFT calculation (the ωB97M-V functional and the def2-TZVPD basis) of a cluster of 2 separate species, C4H14N2O in total.

Computed properties:
E_LUMO, Eh: 0.026
HOMO-LUMO gap, eV: 9.246
Total charge: 0

Each line ends with the Löwdin charge.
Element x y z (Å)
C  0.527  1.336  0.409  -0.249
C  0.452  0.231  1.451  -0.199
C  1.662  -0.742  1.312  -0.308
N  1.495  -2.145  1.221  0.011
C  -0.515  2.430  0.425  -0.294
N  -1.786  1.976  -0.144  -0.012
H  1.520  1.804  0.501  0.112
H  0.648  0.901  -0.594  0.114
H  0.223  0.639  2.433  0.105
H  -0.372  -0.452  1.186  0.106
H  2.152  -0.376  0.407  0.100
H  2.351  -0.375  2.098  0.104
H  0.975  -2.848  1.626  0.041
H  2.038  -2.556  0.485  0.064
H  -0.103  3.323  -0.036  0.099
H  -0.777  2.683  1.460  0.104
H  -1.649  1.220  -0.788  0.045
H  -2.352  2.653  -0.635  0.058
H  -1.792  -2.790  -4.532  0.030
H  -1.642  -1.638  -3.583  0.028
O  -1.521  -2.591  -3.632  -0.059

***

--- R ---
The following is a DFT calculation (the ωB97M-V functional and the def2-TZVPD basis) of a cluster of 2 separate species, C4H14N2O in total.

Computed properties:
E_LUMO, Eh: 0.027
HOMO-LUMO gap, eV: 9.108
Total charge: 0

Each line ends with the Löwdin charge.
Element x y z (Å)
N  0.963  -0.728  0.042  0.004
C  0.035  -0.820  1.206  -0.506
C  0.362  -0.602  2.597  -0.126
C  -1.328  -0.239  1.071  -0.280
N  -1.737  -0.060  -0.268  -0.119
C  -2.033  -1.073  -1.302  -0.135
H  1.102  -0.044  -0.764  0.092
H  1.625  -1.547  -0.105  0.093
H  -0.125  -1.894  1.183  0.126
H  0.592  0.448  2.866  0.087
H  -0.451  -1.123  3.143  0.090
H  1.248  -1.191  3.103  0.111
H  -2.087  -0.800  1.672  0.136
H  -1.283  0.689  1.664  0.116
H  -1.026  0.644  -0.517  0.104
H  -2.937  -1.715  -1.200  0.076
H  -1.217  -1.790  -1.594  0.065
H  -2.113  -0.664  -2.318  0.065
H  3.581  4.711  -3.019  0.020
H  2.995  3.872  -3.964  0.033
O  3.835  3.928  -3.495  -0.054

***

--- S ---
The following is a DFT calculation (the ωB97M-V functional and the def2-TZVPD basis) of a cluster of 2 separate species, C4H14N2O in total.

Computed properties:
E_LUMO, Eh: 0.027
HOMO-LUMO gap, eV: 8.754
Total charge: 0

Each line ends with the Löwdin charge.
Element x y z (Å)
C  -0.744  0.912  0.058  -0.296
C  0.657  0.317  0.001  -0.196
C  0.589  -1.190  -0.332  -0.269
C  -0.629  -2.717  -1.825  -0.141
N  0.130  -1.502  -1.644  -0.138
N  -1.420  1.265  -1.204  -0.005
H  -0.730  1.848  0.638  0.096
H  -1.382  0.267  0.670  0.107
H  1.364  0.905  -0.573  0.104
H  1.084  0.330  1.003  0.099
H  -0.144  -1.569  0.391  0.109
H  1.549  -1.651  -0.023  0.109
H  -0.095  -3.553  -1.390  0.071
H  -1.673  -2.652  -1.505  0.070
H  -0.780  -2.954  -2.886  0.076
H  0.267  -0.962  -2.470  0.102
H  -0.689  1.370  -1.885  0.049
H  -2.159  0.645  -1.484  0.053
H  1.550  3.101  4.216  0.024
H  1.649  3.834  5.603  0.038
O  1.607  3.956  4.643  -0.063

***

Energy comparison, zero being the most stable, in eV: P 3.918; Q 0.085; R 1.667; S 0.000.

***

--- P ---
The following is a DFT calculation (the ωB97M-V functional and the def2-TZVPD basis) of a cluster of 2 separate species, C4H14N2O in total.

Computed properties:
E_LUMO, Eh: 0.034
HOMO-LUMO gap, eV: 9.954
Total charge: 0

Each line ends with the Löwdin charge.
Element x y z (Å)
N  0.226  -2.612  -0.379  0.002
C  0.709  -1.437  -1.105  -0.265
C  -0.091  -0.143  -0.936  -0.248
N  0.127  0.632  0.279  -0.297
C  -0.793  1.804  0.272  -0.106
C  1.493  1.228  0.304  -0.080
H  0.198  -2.378  0.605  0.054
H  -0.706  -2.849  -0.627  0.048
H  0.678  -1.610  -2.183  0.108
H  1.746  -1.306  -0.789  0.094
H  -1.159  -0.378  -1.044  0.117
H  0.030  0.460  -1.864  0.118
H  -0.414  2.397  1.112  0.085
H  -0.586  2.424  -0.603  0.081
H  -1.833  1.521  0.375  0.075
H  2.222  0.441  0.132  0.071
H  1.555  1.546  1.351  0.086
H  1.547  2.098  -0.349  0.082
H  -2.057  -1.275  1.997  0.040
H  -0.977  -0.188  1.769  0.009
O  -1.914  -0.373  1.683  -0.075

***

--- Q ---
The following is a DFT calculation (the ωB97M-V functional and the def2-TZVPD basis) of a cluster of 2 separate species, C4H14N2O in total.

Computed properties:
E_LUMO, Eh: 0.033
HOMO-LUMO gap, eV: 9.150
Total charge: 0

Each line ends with the Löwdin charge.
Element x y z (Å)
N  -0.050  0.335  2.071  0.023
C  0.347  0.256  0.642  -0.448
C  0.462  -1.191  0.136  -0.064
C  -0.575  1.045  -0.311  -0.219
N  -0.620  2.491  -0.125  -0.139
C  0.580  3.261  -0.332  -0.146
H  -0.124  1.312  2.287  0.047
H  -0.815  -0.254  2.378  0.066
H  1.340  0.704  0.732  0.116
H  0.629  -1.830  1.003  0.071
H  -0.497  -1.464  -0.302  0.073
H  1.302  -1.244  -0.549  0.075
H  -0.160  0.821  -1.298  0.116
H  -1.608  0.719  -0.203  0.118
H  -1.180  2.735  0.680  0.094
H  0.872  3.420  -1.373  0.074
H  1.464  2.869  0.181  0.065
H  0.336  4.265  0.027  0.079
H  0.090  -5.962  -1.448  0.048
H  -1.140  -6.549  -2.150  0.017
O  -0.654  -5.739  -2.046  -0.066

***

Energy comparison, zero being the most stable, in eV: P 0.091; Q 0.000.

***

--- P ---
The following is a DFT calculation (the ωB97M-V functional and the def2-TZVPD basis) of the ion C9H16N with charge +1.

Computed properties:
E_LUMO, Eh: -0.120
HOMO-LUMO gap, eV: 8.676
Total charge: +1

Each line ends with the Löwdin charge.
Element x y z (Å)
C  2.311  -1.408  -0.847  0.014
C  2.346  -0.897  -2.083  0.050
C  2.122  0.542  -1.874  -0.088
C  1.509  -0.217  -0.707  -0.244
C  -0.118  -1.690  0.424  0.004
C  -0.868  -0.462  -1.691  -0.015
C  -1.647  0.815  1.235  -0.001
C  0.698  1.214  1.253  -0.008
C  -0.027  -0.396  -0.421  -0.453
N  -0.450  0.850  0.350  -0.120
H  2.373  -2.410  -0.404  0.134
H  2.898  1.205  -1.615  0.100
H  1.458  1.247  -2.436  0.130
H  0.650  -1.732  1.094  0.056
H  -0.106  -2.479  -0.370  0.134
H  -1.001  -1.741  0.986  0.069
H  -1.792  -0.999  -1.556  0.080
H  -1.110  0.488  -2.234  0.100
H  -0.196  -1.116  -2.474  0.155
H  -2.255  1.664  1.104  0.092
H  -2.288  -0.047  0.934  0.118
H  -1.478  0.693  2.291  0.109
H  1.627  1.499  0.702  0.118
H  0.500  2.001  1.943  0.102
H  0.845  0.323  1.831  0.103
H  -0.635  1.798  -0.275  0.262

***

--- Q ---
The following is a DFT calculation (the ωB97M-V functional and the def2-TZVPD basis) of the ion C9H16N with charge +1.

Computed properties:
E_LUMO, Eh: -0.109
HOMO-LUMO gap, eV: 10.555
Total charge: +1

Each line ends with the Löwdin charge.
Element x y z (Å)
C  -1.041  -0.686  -1.809  -0.070
C  -0.805  0.838  -1.588  -0.069
C  0.853  -0.105  1.378  0.002
C  -0.651  -1.068  -0.349  -0.292
C  0.662  -0.568  -0.074  -0.394
C  -0.422  0.511  -0.161  -0.156
C  -1.419  -2.053  0.548  0.003
C  1.859  -0.667  -0.968  0.007
C  0.412  2.389  1.323  0.043
N  -0.139  1.055  1.272  -0.039
H  -2.166  -0.729  -1.821  0.137
H  -0.525  -1.316  -2.645  0.162
H  0.049  1.156  -2.252  0.127
H  -1.624  1.491  -1.738  0.103
H  0.322  -0.877  1.952  0.110
H  1.770  0.121  2.011  0.175
H  -1.377  -3.010  -0.053  0.112
H  -2.500  -1.728  0.584  0.102
H  -1.072  -2.171  1.602  0.083
H  2.556  -1.579  -1.074  0.120
H  2.398  0.273  -0.533  0.116
H  1.443  -0.399  -2.041  0.106
H  1.010  2.434  0.452  0.109
H  -0.445  3.017  1.263  0.115
H  0.947  2.373  2.210  0.093
H  -0.881  0.909  1.967  0.196

***

Energy comparison, zero being the most stable, in eV: P 1.741; Q 0.000.